No. 1
A structure of composition C22H49N2P3S2Tc in a non-equilibrium geometry, computed with wB97M-V/def2-TZVPD.

The geometry in ORCA input format:
```
! RIJCOSX wB97M-V def2-TZVPD def2/J DEFGRID3
* xyz 4 4
Tc -0.18 0.73 -0.14
S 0.96 -1.49 0.49
S 2.29 -1.10 -3.10
P -1.07 2.31 -1.46
P 1.50 2.02 0.60
P -1.56 1.09 1.56
N 1.72 -2.22 3.00
N -0.50 -2.74 2.37
C -1.13 4.06 -0.92
C 0.76 -1.97 -2.85
C -1.63 -2.26 -3.27
C 1.24 3.35 1.82
C -3.21 0.28 1.43
C 2.90 1.20 1.42
C 0.71 -2.17 2.07
C -1.04 0.47 3.21
C 0.50 -0.37 -4.99
C 0.85 -3.32 -2.53
C -0.34 2.45 -3.12
C -2.18 2.74 2.13
C -2.83 1.97 -1.74
C 1.51 -1.67 4.34
C -1.44 -3.65 -3.24
C 1.44 0.61 -5.03
C -0.57 -3.83 3.36
C 2.40 2.90 -0.71
C -1.40 -2.89 1.22
C -0.24 -4.16 -2.74
C -0.54 -1.42 -3.05
C 3.12 -2.20 2.53
H 3.79 -2.16 3.40
H 1.21 1.68 -4.94
H 0.73 2.69 -3.05
H -2.80 2.58 3.02
H -3.12 -0.80 1.62
H -0.53 -0.06 -5.19
H 3.68 1.95 1.55
H -0.45 1.52 -3.68
H -3.66 0.43 0.44
H -1.36 3.41 2.41
H -1.71 0.90 3.97
H -1.74 4.62 -1.64
H 3.28 -3.12 1.95
H -0.92 -3.44 0.40
H 3.28 -1.33 1.88
H -0.90 -4.76 2.87
H -0.86 3.26 -3.65
H 1.81 -3.68 -2.16
H 2.15 -2.21 5.05
H 2.74 2.18 -1.48
H -3.88 0.69 2.19
H 1.81 3.68 -1.18
H -2.80 3.24 1.38
H 2.23 3.79 2.02
H -0.13 4.52 -0.89
H 2.60 0.82 2.41
H 3.28 0.38 0.80
H 0.59 4.14 1.44
H -0.82 -0.36 -2.92
H -3.44 2.22 -0.87
H -0.16 -5.22 -2.54
H -1.58 4.18 0.07
H -2.30 -3.41 1.56
H -1.64 -1.88 0.84
H 0.41 -3.99 3.82
H -1.31 -3.59 4.15
H 0.84 2.97 2.76
H -2.62 -1.82 -3.50
H -1.13 -0.62 3.23
H -3.17 2.57 -2.59
H -2.98 0.91 -1.97
H -2.21 -4.37 -3.54
H 3.28 3.35 -0.23
H 0.71 -1.43 -5.20
H 0.47 -1.78 4.65
H -0.01 0.77 3.42
H 3.13 -1.96 -3.67
H 2.45 0.41 -5.42
H 1.76 -0.60 4.36
*
```

Output
max |F| = 4.9 eV/A
E_LUMO (spin up / spin down) = -13.06 / -14.25 eV
<S²> = 3.775



No. 2
A cluster of 6 separate species, C16H48N3O6PS5 in total in a non-equilibrium geometry, computed with wB97M-V/def2-TZVPD.

The geometry in ORCA input format:
```
! RIJCOSX wB97M-V def2-TZVPD def2/J DEFGRID3
* xyz 1 2
S -3.90 -5.12 -2.63
S 1.47 -3.55 1.29
S 0.45 -0.54 -9.25
S 2.36 3.65 -1.75
S 0.44 -0.63 -2.62
P 0.41 1.88 5.33
O -0.17 -0.74 -10.64
O 0.49 -3.13 2.39
O 1.41 1.58 6.38
O -3.31 -6.45 -3.09
O -0.13 -2.07 -2.61
O 1.73 2.60 -2.71
N 0.63 0.78 4.04
N 0.59 3.51 4.56
N -1.26 1.82 5.91
C 3.99 3.03 -1.25
C 0.47 -0.16 -0.81
C -1.84 3.00 6.50
C -0.86 0.54 -3.16
C 2.04 0.48 3.65
C -0.37 0.82 2.97
C -1.83 0.45 6.10
C 0.26 -3.71 -0.11
C 0.27 -2.26 -8.69
C -2.39 -4.15 -2.12
C 1.59 -5.37 1.44
C 1.82 4.25 4.67
C -0.37 4.04 3.65
C -0.76 0.36 -8.15
C 2.65 5.29 -2.57
C -4.79 -5.35 -0.95
H -0.91 1.40 -8.40
H 0.11 4.52 2.80
H -2.32 -4.06 -1.03
H 2.69 0.53 4.52
H 4.20 3.24 -0.20
H -2.89 2.99 6.77
H -1.41 3.19 7.48
H -0.55 0.38 -7.08
H -2.49 0.38 5.24
H 2.18 -5.65 2.32
H -1.12 -0.38 6.04
H -0.77 -0.15 2.68
H 0.85 0.83 -0.56
H 1.15 -0.77 -0.21
H 2.17 -5.70 0.58
H -0.44 -4.44 0.28
H 4.70 3.66 -1.80
H -0.02 1.50 2.20
H 0.45 -2.45 -7.63
H -1.42 -4.55 -2.44
H 1.71 5.34 4.65
H 2.47 4.03 5.51
H 3.27 5.91 -1.92
H -0.94 4.91 3.96
H -0.68 -2.77 -8.83
H 1.08 -2.82 -9.14
H -0.12 -2.75 -0.45
H 1.67 5.70 -2.81
H 0.83 -4.03 -0.98
H -1.80 0.00 -3.06
H 3.25 5.08 -3.46
H -1.64 3.79 5.76
H -0.74 1.36 -2.46
H -2.58 -3.13 -2.46
H 2.36 3.96 3.77
H 2.06 -0.56 3.33
H 2.54 1.13 2.93
H -1.11 3.32 3.28
H 0.64 -5.89 1.33
H -0.55 -0.18 -0.42
H -1.73 -0.14 -8.18
H -2.51 0.45 6.95
H -4.85 -4.38 -0.45
H -4.47 -6.22 -0.38
H 4.33 2.04 -1.54
H -1.31 1.16 3.39
H -5.73 -5.52 -1.47
H -0.69 0.91 -4.18
*
```

Output
max |F| = 3.8 eV/A
ΔE to the lowest compared entry with this formula, charge and spin = 186.3 kJ/mol
E_LUMO (spin up / spin down) = -2.79 / -7.31 eV
<S²> = 0.760



No. 3
A structure of composition C6H9N, computed with wB97M-V/def2-TZVPD.

The geometry in ORCA input format:
```
! RIJCOSX wB97M-V def2-TZVPD def2/J DEFGRID3
* xyz 0 1
N -0.64 0.27 0.03
C 1.61 -0.21 -0.40
C 0.16 -0.64 -0.85
C -0.08 -0.59 1.16
C -1.34 1.32 -0.09
C -0.24 -1.75 0.15
C 1.37 -0.20 0.94
H 1.12 2.53 -1.77
H 2.05 0.07 1.75
H -0.13 -0.64 -1.90
H -1.27 -2.12 0.04
H 0.49 -2.56 0.26
H 1.45 1.92 -1.47
H -1.74 1.81 0.80
H -0.61 -0.53 2.11
H -1.52 1.73 -1.08
*
```

Output
max |F| = 0.6 eV/A
ΔE to the lowest compared entry with this formula, charge and spin = 667.5 kJ/mol
E_LUMO = 0.08 eV



No. 4
A structure of composition C28H17Cl2I2N6O4RhS in a non-equilibrium geometry, computed with wB97M-V/def2-TZVPD.

The geometry in ORCA input format:
```
! RIJCOSX wB97M-V def2-TZVPD def2/J DEFGRID3
* xyz 0 1
I -4.60 1.37 -1.81
I -3.28 6.20 1.51
Rh -0.05 -0.06 0.05
Cl 0.69 1.06 -4.97
Cl 0.73 -4.29 -5.33
S 3.04 -1.25 0.11
O 3.30 -2.53 0.70
O -1.85 0.51 -0.54
O 0.45 0.56 -2.08
O 2.77 -1.20 -1.30
N -0.11 -1.80 -0.92
N 2.39 -0.86 3.08
N -0.10 1.74 1.03
N 0.12 -0.92 2.37
N 1.72 -0.58 0.85
N 7.49 2.52 1.03
C 0.56 -0.47 -4.21
C -0.67 4.18 2.25
C 0.22 -4.20 -2.28
C -0.28 -1.09 3.62
C 5.51 1.88 -0.17
C 0.61 -1.64 -4.97
C 5.28 -0.38 1.45
C -0.22 -2.96 -0.28
C 0.30 -2.99 -2.98
C -3.60 3.66 -0.05
C -1.57 3.66 1.30
C -2.15 1.71 -0.13
C -0.03 -4.18 -0.92
C 4.46 1.00 -0.36
C 4.36 -0.13 0.44
C -2.75 4.28 0.84
C 0.62 -1.16 4.66
C 0.46 3.46 2.56
C 0.18 -1.79 -2.23
C 0.40 -0.50 -2.80
C 6.47 1.63 0.82
C 6.33 0.50 1.64
C -3.32 2.37 -0.51
C 1.45 -0.82 2.14
C 0.54 -2.87 -4.36
C -1.25 2.40 0.75
C 1.96 -1.02 4.33
C 0.74 2.27 1.91
H 5.62 2.75 -0.80
H -4.48 4.17 -0.40
H 0.72 -1.56 -6.04
H -0.88 5.12 2.74
H 7.68 3.21 0.32
H 5.16 -1.27 2.05
H 1.66 1.72 2.09
H -0.07 -5.09 -0.35
H 1.16 3.83 3.30
H 3.72 1.16 -1.13
H 8.26 2.24 1.62
H 7.06 0.31 2.41
H -0.46 -2.91 0.77
H 2.74 -1.02 5.09
H 0.29 -1.32 5.68
H 0.36 -5.14 -2.79
H -1.35 -1.18 3.78
*
```

Output
max |F| = 3.1 eV/A
ΔE to the lowest compared entry with this formula, charge and spin = 158.9 kJ/mol
E_LUMO = -1.24 eV



No. 5
A cluster of 2 separate species, C12H17N in total in a non-equilibrium geometry, computed with wB97M-V/def2-TZVPD.

The geometry in ORCA input format:
```
! RIJCOSX wB97M-V def2-TZVPD def2/J DEFGRID3
* xyz 0 1
N 2.53 0.45 0.88
C -0.24 -1.65 2.14
C 1.61 -0.57 1.10
C 2.81 0.48 -0.49
C -1.39 2.32 0.65
C 0.23 -2.05 -0.21
C 0.89 -0.85 2.25
C -0.54 -2.27 0.92
C 2.05 -0.41 -1.16
C 1.25 -1.10 -0.16
C 2.04 -0.76 -2.62
C -3.01 0.61 -0.29
C -2.33 1.93 -0.55
H 3.29 0.67 1.50
H -1.80 2.03 -1.49
H 0.11 -2.70 -1.07
H -3.51 0.19 -1.17
H 1.21 -0.46 3.20
H 3.53 1.17 -0.88
H -2.36 -0.22 0.00
H 1.24 -1.44 -2.89
H -0.42 1.84 0.50
H -1.47 -2.77 0.73
H -1.30 3.39 0.71
H 3.00 -1.20 -2.90
H -0.81 -1.89 3.03
H -3.08 2.72 -0.48
H 2.00 0.13 -3.25
H -1.75 1.76 1.52
H -3.78 0.65 0.48
*
```

Output
max |F| = 2.2 eV/A
ΔE to the lowest compared entry with this formula, charge and spin = 79.0 kJ/mol
E_LUMO = 0.92 eV



No. 6
An isolated molecule of C3H5N in a non-equilibrium geometry, computed with wB97M-V/def2-TZVPD.

The geometry in ORCA input format:
```
! RIJCOSX wB97M-V def2-TZVPD def2/J DEFGRID3
* xyz 0 1
N 1.87 0.72 0.15
C -0.66 0.39 0.20
C 0.60 0.03 -0.45
C 1.75 -0.55 0.09
H 2.43 -1.36 0.29
H -0.56 1.51 0.23
H -0.85 0.12 1.24
H -1.44 0.05 -0.39
H 0.38 0.03 -1.57
*
```

Output
max |F| = 2.8 eV/A
ΔE to the lowest compared entry with this formula, charge and spin = 234.0 kJ/mol
E_LUMO = 1.20 eV



No. 7
An isolated molecule of C15H19N3O4 in a non-equilibrium geometry, computed with wB97M-V/def2-TZVPD.

The geometry in ORCA input format:
```
! RIJCOSX wB97M-V def2-TZVPD def2/J DEFGRID3
* xyz 0 1
O 2.30 -0.53 0.67
O 2.08 2.66 -0.36
O 2.31 0.20 2.78
O 1.59 4.22 -2.80
N -0.16 0.93 -2.74
N -2.44 -2.26 0.37
N 0.47 1.18 -0.09
C -0.49 0.45 1.98
C 1.33 1.83 -0.93
C -0.82 3.95 -2.48
C 0.55 -2.68 2.08
C -1.09 -0.78 1.27
C 1.95 0.29 1.67
C -0.55 -2.10 1.48
C 0.89 1.90 -2.48
C 0.50 3.33 -2.99
C -1.54 -4.39 1.19
C -2.17 -0.86 0.50
C 0.77 1.08 1.29
C 0.67 -4.10 2.21
C -1.51 -2.96 1.03
C -0.46 -4.98 1.77
H -1.04 1.14 -2.35
H -2.32 -5.11 0.77
H -1.68 3.25 -2.66
H 1.81 4.09 -1.82
H -3.59 -2.66 0.22
H -0.53 -6.05 1.96
H 0.52 3.13 -4.04
H 1.83 1.59 -2.95
H -0.93 4.83 -3.11
H 0.29 0.19 -0.67
H -1.23 1.32 2.06
H -0.71 4.06 -1.32
H -0.38 0.23 3.05
H 1.40 -4.61 2.76
H -0.01 -0.09 -2.66
H 2.77 -1.54 1.10
H 1.49 -2.19 2.41
H 0.92 2.07 1.82
H -2.80 -0.04 0.02
*
```

Output
max |F| = 6.5 eV/A
ΔE to the lowest compared entry with this formula, charge and spin = 431.1 kJ/mol
E_LUMO = 0.32 eV



No. 8
A cluster of 2 separate species, C5H6N2 in total in a non-equilibrium geometry, computed with wB97M-V/def2-TZVPD.

The geometry in ORCA input format:
```
! RIJCOSX wB97M-V def2-TZVPD def2/J DEFGRID3
* xyz 0 1
N -0.68 2.03 -0.48
N 0.17 -1.55 2.38
C -2.18 0.06 -0.82
C -1.50 1.14 -0.68
C 1.87 -0.69 -0.59
C 0.75 -0.96 1.59
C 1.50 -0.25 0.65
H -3.13 -0.05 -1.39
H 1.26 -1.59 -0.79
H -1.79 -0.89 -0.30
H 2.65 -0.30 -1.14
H -0.95 2.60 0.31
H 2.03 0.44 1.25
*
```

Output
max |F| = 5.6 eV/A
ΔE to the lowest compared entry with this formula, charge and spin = 315.0 kJ/mol
E_LUMO = 0.14 eV



No. 9
A cluster of 8 separate species, C36H58FO16P in total in a non-equilibrium geometry, computed with wB97M-V/def2-TZVPD.

The geometry in ORCA input format:
```
! RIJCOSX wB97M-V def2-TZVPD def2/J DEFGRID3
* xyz 0 1
P -0.52 -1.01 -3.84
F 2.06 -2.15 -3.70
O 0.98 2.21 -5.69
O -4.16 0.91 7.67
O -2.90 -5.87 -6.08
O 5.37 5.51 -3.87
O 0.16 -0.56 5.51
O 0.05 3.00 -3.80
O -0.71 -5.18 2.34
O -3.14 -0.12 9.40
O -1.52 -3.62 0.94
O 6.70 3.71 -0.18
O -3.37 -5.38 -3.94
O -4.64 -1.03 -2.96
O 7.07 3.30 -2.37
O -2.72 -0.13 -2.26
O 3.59 6.76 -3.30
O 1.04 -2.40 6.45
C 0.82 -2.31 -4.32
C 5.57 3.66 0.71
C -1.11 0.27 7.31
C 0.72 -2.61 -1.06
C 0.43 -1.37 6.56
C -5.72 -5.30 -4.03
C 5.28 7.67 -4.80
C -1.99 0.17 -3.48
C 0.23 -1.37 -1.12
C 6.59 5.70 -4.61
C 0.36 -0.43 -2.29
C -3.57 -0.93 10.51
C 0.94 3.03 -4.82
C -0.22 -5.21 3.69
C -0.12 -0.77 7.84
C 4.81 3.20 -1.49
C 0.28 -3.80 3.97
C -5.02 -0.55 10.77
C 0.21 4.18 -2.99
C 6.31 3.41 -1.45
C 1.61 4.68 -3.26
C -3.62 -1.14 -2.39
C -5.50 -0.20 9.36
C 1.82 4.26 -4.71
C -3.70 -5.75 -5.20
C -3.25 -2.42 -1.68
C -4.23 0.29 8.69
C 0.27 -3.72 -4.17
C 4.35 3.85 -0.18
C 4.62 6.63 -3.91
C -0.66 -2.96 3.12
C 6.28 6.83 -5.58
C -5.20 -6.00 -5.29
C -1.01 -3.90 1.99
C -0.50 0.64 5.97
C -4.53 -5.42 -3.09
H -1.25 0.94 5.24
H 4.38 3.68 -2.36
H 0.57 -5.96 3.77
H 4.61 2.13 -1.50
H 1.74 5.73 -3.08
H -2.70 0.07 -4.31
H 5.67 4.45 1.45
H 0.11 -3.42 -0.68
H -5.87 -1.07 8.83
H -2.93 -0.73 11.37
H -3.46 -1.99 10.23
H 0.05 3.92 -1.94
H 2.86 4.01 -4.92
H -4.53 -6.36 -2.54
H -5.06 0.34 11.40
H 5.58 2.69 1.21
H -6.63 -5.74 -3.63
H 1.38 -0.10 -2.46
H 7.17 7.37 -5.90
H -5.59 -1.34 11.25
H -0.60 -1.53 8.45
H 4.55 8.15 -5.44
H -0.49 -3.84 -4.93
H -5.37 -7.07 -5.26
H -1.49 -2.06 -3.91
H -1.57 -2.70 3.65
H -0.16 0.47 -1.97
H 0.28 -3.54 5.03
H -6.26 0.59 9.37
H -4.13 -2.90 -1.26
H -0.18 -2.06 2.74
H -2.08 -0.20 7.16
H 4.18 4.91 -0.35
H 7.38 5.96 -3.91
H 6.85 4.78 -5.12
H -1.71 1.21 -3.45
H -2.82 -3.10 -2.41
H 0.25 1.43 6.06
H 1.02 -4.48 -4.37
H 1.47 5.01 -5.41
H 3.45 3.42 0.23
H 0.70 -0.31 8.39
H -1.04 -5.50 4.35
H -0.28 -1.00 -0.24
H -5.91 -4.25 -4.25
H -0.55 4.90 -3.28
H -0.25 -3.87 -3.22
H -5.61 -5.57 -6.20
H -1.26 1.12 7.97
H 0.99 -2.19 -5.39
H -0.29 -0.26 -5.03
H 2.32 4.15 -2.62
H 5.80 6.43 -6.48
H 1.74 -2.82 -1.35
H 1.31 -3.69 3.61
H 5.78 8.40 -4.16
H -4.49 -4.60 -2.38
H -2.50 -2.25 -0.92
*
```

Output
max |F| = 2.3 eV/A
E_LUMO = 0.29 eV



No. 10
A cluster of 2 separate species, C7H12F2OS in total in a non-equilibrium geometry, computed with wB97M-V/def2-TZVPD.

The geometry in ORCA input format:
```
! RIJCOSX wB97M-V def2-TZVPD def2/J DEFGRID3
* xyz 0 1
S 0.16 -1.64 -0.61
F 3.73 -1.79 0.10
F 2.30 -0.84 1.63
O 0.08 -1.96 -2.05
C -1.29 -1.05 0.18
C -2.08 0.15 -0.21
C 2.93 0.46 -0.40
C 1.19 2.15 -0.61
C -1.18 -1.21 1.75
C 2.68 -0.95 0.24
C 1.72 1.09 -1.12
H -2.11 0.91 0.54
H 3.19 1.34 0.22
H 0.24 2.47 -1.12
H -0.36 -0.58 2.06
H -0.93 -2.23 2.03
H -3.08 -0.10 -0.33
H 0.09 -2.80 0.04
H 3.70 0.27 -1.07
H -1.97 -0.76 2.21
H 1.57 2.84 0.14
H -1.61 0.77 -1.04
H 1.32 0.39 -1.92
*
```

Output
max |F| = 4.7 eV/A
ΔE to the lowest compared entry with this formula, charge and spin = 431.1 kJ/mol
E_LUMO (spin up / spin down) = -0.24 / -0.08 eV



No. 11
A cluster of 2 separate species, NO4S2 in total in a non-equilibrium geometry, computed with wB97M-V/def2-TZVPD.

The geometry in ORCA input format:
```
! RIJCOSX wB97M-V def2-TZVPD def2/J DEFGRID3
* xyz -1 1
S -1.33 -0.31 0.04
S 1.58 0.71 0.18
O -1.42 0.99 -0.47
O -1.05 -0.51 1.51
O 3.06 1.17 0.20
O -2.19 -1.24 -0.61
N 1.27 -0.53 -0.63
*
```

Output
max |F| = 4.7 eV/A
ΔE to the lowest compared entry with this formula, charge and spin = 151.2 kJ/mol
E_LUMO (spin up / spin down) = 2.71 / 2.71 eV



No. 12
An isolated molecule of C7H13N in a non-equilibrium geometry, computed with wB97M-V/def2-TZVPD.

The geometry in ORCA input format:
```
! RIJCOSX wB97M-V def2-TZVPD def2/J DEFGRID3
* xyz 0 1
N -1.91 -1.11 -0.87
C -0.96 -0.06 1.76
C -0.33 0.41 0.43
C 1.72 -0.23 -1.11
C 0.99 -0.42 0.19
C 1.10 -1.56 -0.74
C 0.07 1.86 0.44
C -1.42 0.01 -0.83
H 0.50 2.29 -0.52
H 1.82 -2.44 -0.59
H -2.63 -1.42 -1.50
H -1.29 -1.12 1.91
H 2.75 -0.24 -1.26
H 1.15 0.26 -1.88
H 0.29 -1.88 -1.28
H -1.75 0.69 1.77
H 1.02 1.95 0.96
H -0.71 2.42 0.74
H -0.23 0.12 2.72
H -1.77 0.84 -1.46
H 1.61 -0.35 1.11
*
```

Output
max |F| = 4.6 eV/A
ΔE to the lowest compared entry with this formula, charge and spin = 293.9 kJ/mol
E_LUMO = 0.99 eV



Among the records above, which one has the lowest max |F|? C6H9N